{
  "formula": "C10H7N3O",
  "method": "the ωB97M-V functional and the def2-TZVPD basis",
  "smiles": "COc1nc(C#N)nc2ccccc12",
  "mol_weight_g_mol": 185.19,
  "e_tot_ha": -624.69002,
  "relative_energy_ev": 2.715,
  "orbital_gap_ev": 8.924,
  "elements": ["C", "O", "C", "N", "C", "C", "N", "N", "C", "C", "C", "C", "C", "C", "H", "H", "H", "H", "H", "H", "H"],
  "coordinates": [[0.6753, -2.8455, -1.5770], [0.8549, -1.9642, -0.4685], [0.3317, -0.7480, -0.6333], [-0.4704, -0.5332, -1.7334], [-1.0221, 0.7661, -1.8062], [-1.7829, 0.8757, -3.0350], [-2.4479, 0.8500, -3.9635], [-1.2024, 1.6123, -0.7828], [-0.3336, 1.2324, 0.2972], [-0.5030, 2.1080, 1.3905], [0.0943, 1.9414, 2.5906], [0.8261, 0.6912, 2.7863], [0.9851, -0.2493, 1.7399], [0.4871, 0.1219, 0.4149], [-0.4255, -3.0674, -1.4797], [1.3696, -3.7368, -1.3284], [0.6894, -2.1456, -2.5957], [-1.0365, 2.9585, 1.1769], [-0.0701, 2.4577, 3.5848], [1.2664, 0.7481, 3.7915], [1.7146, -1.0733, 1.6309]],
  "forces_ev_per_angstrom": [[-1.199, 0.531, -1.144], [0.612, 1.045, -0.259], [-1.847, -2.087, -3.254], [2.099, 2.068, 2.009], [-0.683, -1.829, 2.134], [0.063, 0.389, 0.701], [-0.230, 0.125, -0.609], [3.030, -2.148, -1.252], [-2.059, 1.935, -0.203], [1.055, -0.157, 0.423], [0.297, -2.723, 1.519], [0.138, 0.492, -1.055], [1.236, 2.114, -0.624], [-1.181, 0.932, 2.632], [1.118, -0.698, -0.587], [-1.208, 1.587, -1.145], [0.741, -2.473, 2.400], [-1.498, 1.816, -0.346], [0.099, 0.159, -1.888], [0.145, -1.362, -0.579], [-0.725, 0.282, 1.126]]
}